Here is a 2-piece molecular cluster, C6H13NO2 overall in a non-equilibrium geometry from OMol25. Energies are from the ωB97M-V functional and the def2-TZVPD basis.

The geometry in XYZ format:
```
22
Properties=species:S:1:pos:R:3:forces:R:3
C 0.757 2.153 -0.687 -0.48 -0.15 -0.05
N 1.150 0.811 -1.062 0.64 -0.61 0.47
C 1.685 -0.172 -0.254 0.44 -0.06 -1.38
C 1.765 0.052 1.232 -0.46 -0.02 0.18
O 2.127 -1.191 -0.782 -0.38 0.42 0.57
H -0.321 2.156 -0.512 -0.07 0.32 0.02
H 1.258 2.497 0.218 0.11 -0.02 -0.19
H 0.982 2.821 -1.520 0.00 0.04 0.24
H 1.257 0.612 -2.050 -0.02 -0.03 0.30
H 1.049 0.794 1.588 0.10 0.03 -0.01
H 1.538 -0.892 1.736 0.22 0.12 -0.14
H 2.778 0.367 1.495 -0.10 -0.05 -0.03
C -1.825 -0.859 1.204 -0.30 0.03 0.44
C -1.341 -1.526 -0.068 0.33 1.17 -0.64
C -1.469 -0.596 -1.319 -2.01 -0.58 0.89
O -2.194 0.389 -1.348 1.49 -1.03 0.08
H -1.688 0.227 1.187 0.02 -0.16 -0.10
H -1.291 -1.249 2.076 -0.13 0.01 -0.10
H -2.894 -1.046 1.355 0.16 0.15 0.04
H -0.308 -1.862 0.043 0.04 0.00 -0.28
H -1.929 -2.421 -0.289 0.03 0.02 -0.19
H -1.089 -1.064 -2.243 0.39 0.40 -0.12
```
Forces are in eV/Å.

Properties
LUMO energy = 0.87 eV
highest occupied orbital energy = -9.6613 eV
SMILES = CNC(C)=O.CCC=O
energy = -441.64490 Ha
spin multiplicity = 1
orbital gap = 10.53 eV

Here is one molecule with the formula C6H13NO2 in a non-equilibrium geometry from OMol25. Energies are from the ωB97M-V functional and the def2-TZVPD basis.

The geometry in XYZ format:
```
22
Properties=species:S:1:pos:R:3:forces:R:3
C 1.546 0.475 1.046 0.35 1.03 -0.60
C 0.518 0.672 -0.084 1.89 0.04 1.50
O 0.284 2.087 -0.309 -0.46 -0.72 0.50
C 0.994 -0.071 -1.361 -2.20 -1.16 2.24
C -0.332 -0.219 -2.116 -1.91 -2.50 0.13
C -1.498 -0.356 -0.979 2.54 0.79 -0.64
C -0.824 0.186 0.300 -2.64 -2.78 0.15
O -1.029 -1.155 1.406 0.61 3.04 -3.76
N -1.122 -0.687 2.678 0.12 -0.31 1.45
H 1.357 0.922 2.011 -0.72 0.37 0.12
H 2.458 0.963 0.711 0.40 -0.14 -0.07
H 1.737 -0.556 1.232 0.14 -0.90 -0.08
H 0.835 2.415 -1.005 0.59 0.14 -0.59
H 1.383 -1.060 -0.933 -0.23 1.29 -1.21
H 1.703 0.571 -1.797 1.29 0.18 -0.95
H -0.507 -1.214 -2.670 0.97 1.69 0.25
H -0.567 0.617 -2.778 0.20 -0.12 0.08
H -2.359 0.173 -1.337 -0.55 0.38 0.24
H -1.759 -1.387 -0.828 -0.09 -0.48 0.08
H -1.357 1.050 0.689 -0.26 -0.43 0.83
H -0.191 -0.740 3.098 -0.37 0.68 -0.01
H -1.533 0.241 2.670 0.32 -0.08 0.35
```
Forces are in eV/Å.

Properties
LUMO energy = 0.78 eV
highest occupied orbital energy = -8.5231 eV
SMILES = C[C@@]1(O)CCC[C@H]1ON
energy = -441.52383 Ha
spin multiplicity = 1
orbital gap = 9.30 eV

Result set for energy above the lowest of the compared OMol25 structures with the same formula, charge and spin: 22.0, 98.0 kcal per mole, one per record in the order listed.